<P>
# CHClOS2

A 2-piece molecular cluster, CHClOS2 overall (ωB97M-V/def2-TZVPD, the OMol25 dataset).

Each line ends with the natural charge from an NBO analysis.
CARTESIAN COORDINATES (ANGSTROEM)
C -0.30500 0.56239 0.03139  -0.20
O 1.62464 0.25489 0.13822  -0.68
S -0.35399 2.15470 -0.11774  0.25
S -0.85277 -1.01191 -0.15680  0.23
Cl 2.13072 -1.25314 -0.08753  0.22
H -2.24360 -0.70693 0.19246  0.18

As for the HOMO-LUMO gap: 0.2968 hartree.

<Q>
# CHClOS2

A 2-piece molecular cluster, CHClOS2 overall (ωB97M-V/def2-TZVPD, the OMol25 dataset).

Each line ends with the natural charge from an NBO analysis.
CARTESIAN COORDINATES (ANGSTROEM)
C 1.36765 2.28360 -1.02857  0.49
O 0.78405 1.67150 -1.75570  -0.50
S -1.15589 -0.84288 1.71872  -0.09
S -0.29283 -1.73659 0.13028  0.12
Cl 1.64385 -1.03298 -0.25022  -0.18
H -2.34682 -0.34265 1.18548  0.15

As for the HOMO-LUMO gap: 0.3142 hartree.

Quick one: least stable of them? <P>

<P>
# C4H8O3S

C4H8O3S as an isolated structure (ωB97M-V/def2-TZVPD, the OMol25 dataset).

Each line ends with the natural charge from an NBO analysis.
CARTESIAN COORDINATES (ANGSTROEM)
C 0.95139 -0.08525 0.99808  -0.51
C -0.04493 0.40945 0.26561  0.16
C -0.00464 1.54545 -0.69191  -0.66
C -1.44197 -0.03155 0.59851  -0.69
O 2.14999 -1.33133 -1.05761  -0.91
O 0.44569 -2.65796 0.07088  -0.90
O -0.20782 -0.98062 -1.55622  -0.93
S 0.77668 -1.49663 -0.64567  2.46
H 1.98865 0.20764 0.94525  0.25
H 0.75006 -0.70472 1.86187  0.25
H -0.72072 1.55332 -1.48899  0.26
H 1.06355 1.98801 -1.02551  0.25
H -0.45869 2.38949 -0.04882  0.24
H -1.70349 -0.48323 -0.31069  0.27
H -2.15667 0.63658 0.86083  0.24
H -1.38710 -0.95864 1.22438  0.23

As for the HOMO-LUMO gap: 0.3958 hartree.

<Q>
# C4H8O3S

A 2-piece molecular cluster, C4H8O3S overall (ωB97M-V/def2-TZVPD, the OMol25 dataset).

Each line ends with the natural charge from an NBO analysis.
CARTESIAN COORDINATES (ANGSTROEM)
C -2.70144 0.02425 -0.61390  -0.52
C -1.94924 -0.78806 0.52051  -0.54
C -1.67101 0.62046 0.17038  0.61
C 3.17639 0.00821 -0.25266  -0.84
O 0.72754 -0.73841 -1.24807  -0.95
O 1.27760 0.61544 0.98285  -0.90
O -1.14453 1.57726 0.59653  -0.53
S 1.46661 0.44980 -0.70240  1.43
H -2.37732 -0.45216 -1.53122  0.27
H -3.80806 0.39132 -0.55030  0.25
H -2.48824 -0.73742 1.50316  0.22
H -1.28163 -1.64854 0.43546  0.27
H 3.72434 1.00796 -0.12666  0.24
H 3.12635 -0.55707 0.75011  0.26
H 3.54791 -0.61045 -1.10299  0.23
H 0.37473 0.83740 1.16918  0.50

As for the HOMO-LUMO gap: 0.3768 hartree.

<R>
# C4H8O3S

A 2-piece molecular cluster, C4H8O3S overall (ωB97M-V/def2-TZVPD, the OMol25 dataset).

Each line ends with the natural charge from an NBO analysis.
CARTESIAN COORDINATES (ANGSTROEM)
C -3.44605 -0.14977 0.32084  1.05
C 0.21276 1.45458 -1.01700  -0.63
C 1.10455 -1.96384 0.77148  -0.86
C 0.26286 0.55806 0.26383  -0.55
O -1.47317 -0.99590 -0.40799  -0.99
O -4.01318 -0.26146 -0.66936  -0.53
O -3.06678 -0.12645 1.42092  -0.54
S 0.40399 -1.09413 -0.41273  0.99
H 1.12945 1.42261 -1.62155  0.22
H -0.60210 1.13761 -1.74892  0.23
H -0.14091 2.48224 -0.81779  0.22
H 0.95099 -1.54750 1.80327  0.23
H 1.39580 -2.98446 0.44358  0.24
H -1.58733 -1.80290 -0.98800  0.47
H -0.55865 0.67934 0.85290  0.24
H 1.20061 0.73490 0.73988  0.22

As for the HOMO-LUMO gap: 0.3451 hartree.

Quick one: least stable of them? <Q>

<P>
# C3H11N2S

An isolated ion of composition C3H11N2S and charge +1 (ωB97M-V/def2-TZVPD, the OMol25 dataset).

Each line ends with the natural charge from an NBO analysis.
CARTESIAN COORDINATES (ANGSTROEM)
N -0.11673 0.16817 2.13464  -0.86
C -1.01710 0.00944 0.97686  -0.24
C -0.16159 -0.43836 -0.25358  -0.07
N 1.26094 -0.66193 0.16514  -0.72
C -0.15194 0.71055 -1.32281  -0.54
S 0.99575 0.35021 -2.72097  -0.05
H 0.12151 1.14528 2.28522  0.39
H -0.58954 -0.10848 2.98702  0.41
H -1.50938 0.93692 0.66487  0.21
H -1.75591 -0.76492 1.17852  0.23
H -0.51883 -1.36121 -0.69354  0.23
H 1.47472 -1.65692 0.15048  0.44
H 1.26605 -0.32314 1.18618  0.47
H 1.84821 -0.23771 -0.55539  0.44
H -0.01352 1.66271 -0.82586  0.23
H -1.11480 0.70132 -1.81058  0.26
H -0.01784 -0.13192 -3.54620  0.18

As for the structure (SMILES): NC[C@H]([NH3+])CS. As for the HOMO-LUMO gap: 0.3791 hartree. As for the charge: +1.

<Q>
# C3H11N2S

A 2-piece molecular cluster, C3H11N2S overall (ωB97M-V/def2-TZVPD, the OMol25 dataset).

Each line ends with the natural charge from an NBO analysis.
CARTESIAN COORDINATES (ANGSTROEM)
C 0.06676 -1.85093 0.21614  -0.66
C 1.98182 -0.00798 0.00578  -0.32
C 0.53011 -0.38266 0.14696  0.51
N -0.41874 0.48618 0.04480  -0.64
N 2.24835 1.40506 0.11821  -0.86
S -4.11336 0.40696 -0.07912  -0.32
H -0.82618 -2.01795 0.74871  0.26
H 0.89893 -2.37661 0.60325  0.24
H -0.01764 -2.19146 -0.71578  0.26
H 2.51507 -0.51867 -0.79458  0.26
H 2.38357 -0.47337 0.88220  0.25
H -0.24608 1.43523 -0.10451  0.42
H -1.47110 0.39334 0.15490  0.46
H 2.24731 1.85832 -0.78590  0.39
H 2.78858 1.79229 0.82650  0.41
H -4.64230 1.60677 0.18184  0.18
H -3.92509 0.43548 -1.44941  0.17

As for the HOMO-LUMO gap: 0.3434 hartree. As for the charge: +1.

Quick one: least stable of them? <Q>